Record 1
20
Properties=species:S:1:pos:R:3 method="wB97M-V/def2-TZVPD" e_tot_ha=-477.02760 e_homo_ev="-9.46 / -9.42" multiplicity=2 total_charge=0 lumo_energy_ev="0.2 / -4.9"
C 0.6624 -0.3593 -1.8475
O 0.7088 -1.7313 -1.3613
C -0.0094 0.5363 -0.8535
C 0.9390 1.0064 0.2965
O 0.2909 1.8011 1.2806
N -0.8106 1.6315 -1.5033
H 0.1233 -0.5315 -2.9084
H 1.8031 -0.2451 -2.0298
H -0.6962 -0.1675 -0.2937
H 1.4141 0.1312 0.7027
H 1.8012 1.5695 -0.1982
H -0.0163 1.0756 1.8772
H -1.1110 2.1424 -0.7499
H -1.6934 1.0664 -1.8031
H -0.1142 -1.8245 -0.8250
H -1.2716 -2.7386 0.9226
O -0.6231 -2.0002 0.8410
H -0.7303 -1.2742 1.6862
H -0.1120 -0.5569 3.0550
O -0.7858 -0.2155 2.4290

Record 2
10
Properties=species:S:1:pos:R:3 method="wB97M-V/def2-TZVPD" e_tot_ha=-230.14485 e_homo_ev=-8.91 multiplicity=1 total_charge=0 lumo_energy_ev=0.3
O 0.6978 -1.1320 -0.9244
C 0.5247 0.5532 0.1519
C -0.7204 0.1357 0.7503
O -1.6037 -0.3436 -0.0664
H 0.8747 -0.9247 -1.8525
H 1.4379 0.6600 0.7352
H 0.4395 1.1329 -0.7607
H -0.6212 -0.2894 1.7693
H -0.6805 1.3375 1.0068
H -0.3219 -1.0959 -0.8287

Record 3
18
Properties=species:S:1:pos:R:3 method="wB97M-V/def2-TZVPD" e_tot_ha=-1196.44880 e_homo_ev=-9.14 multiplicity=1 total_charge=0 lumo_energy_ev=-0.2
C 1.3020 0.9448 0.9934
C -1.8769 -1.3840 1.0947
C 0.4937 0.4866 -2.2894
N 0.2394 0.0325 0.6794
O -1.8737 1.2629 1.3139
O -1.9460 0.5018 -1.3498
O -0.4980 2.4686 -0.8471
S -1.0767 0.1272 1.7656
S -0.6797 1.0683 -1.0196
H 0.9598 1.9854 1.0248
H 1.7247 0.6893 1.9661
H 2.0859 0.8526 0.2402
H -2.6393 -1.7046 1.7973
H -1.1113 -2.1437 0.9954
H -2.3183 -1.1356 0.1372
H -0.0105 0.5971 -3.2414
H 1.3851 1.0923 -2.2357
H 0.6963 -0.5544 -2.0808

Record 4
84
Properties=species:S:1:pos:R:3 method="wB97M-V/def2-TZVPD" e_tot_ha=-7474.48586 e_homo_ev="-12.70 / -13.17" multiplicity=3 total_charge=+2 lumo_energy_ev="-6.5 / -6.6"
W 0.6965 0.6673 -2.0231
O 2.1130 1.0158 -3.5917
C 2.1506 0.3982 -4.9306
C 0.7675 0.0391 -5.4602
C 0.9639 -0.1282 -6.9840
O -0.2462 -0.6276 -7.5016
C -0.2486 1.1625 -5.2824
Se -0.9737 1.5357 -3.4960
C 0.2553 -1.2984 -4.9072
Se 0.6842 -1.6259 -3.0268
H 3.0141 1.2509 -3.3254
H 2.7782 -0.4906 -4.8584
H 2.6225 1.1416 -5.5742
H 1.7940 -0.8228 -7.1658
H 1.2234 0.8410 -7.4264
H -0.1712 -0.7479 -8.4539
H -1.1189 0.9461 -5.8986
H 0.1718 2.1164 -5.6046
H 0.7285 -2.1273 -5.4333
H -0.8186 -1.3880 -5.0472
C 2.0986 -3.3428 5.7241
C 1.7300 -2.9213 4.3341
C 1.6828 -1.5731 3.9795
C 1.3242 -1.1740 2.7052
C 1.0229 -2.1424 1.7596
C 1.1073 -3.4990 2.0728
C 1.4396 -3.8763 3.3599
S 0.4884 -1.8798 0.1129
O 1.0363 -0.4655 -0.3191
C -1.2669 -1.6687 0.0893
C -1.9141 -2.5837 -0.7709
C -3.2519 -2.4583 -0.9976
C -3.9852 -1.3983 -0.4188
C -5.3678 -1.2355 -0.6845
C -6.0650 -0.2125 -0.1165
C -5.4158 0.7008 0.7472
C -4.0890 0.5704 1.0272
C -3.3316 -0.4844 0.4469
C -1.9426 -0.6481 0.7166
C -1.3363 0.2174 1.7650
C -1.5161 -0.1557 3.1319
C -2.1200 -1.3878 3.4948
C -2.2354 -1.7389 4.8076
C -1.7694 -0.8756 5.8255
C -1.1967 0.3198 5.5063
C -1.0509 0.7063 4.1526
C -0.4402 1.9386 3.8074
C -0.2573 2.2887 2.5059
C -0.6915 1.3969 1.4934
S -0.5319 1.9307 -0.1789
O -1.4506 3.0139 -0.5083
C 1.1748 2.5233 -0.2704
C 2.2472 2.1061 0.5273
C 3.5157 2.5710 0.2457
C 3.7614 3.4426 -0.8243
C 5.1401 3.9661 -1.0938
C 2.6877 3.8312 -1.6201
C 1.3969 3.3821 -1.3540
H 2.2862 -2.4848 6.3661
H 2.9956 -3.9630 5.7105
H 1.3003 -3.9383 6.1691
H 1.9192 -0.8193 4.7201
H 1.2731 -0.1223 2.4653
H 0.9135 -4.2529 1.3187
H 1.4932 -4.9285 3.6083
H -1.3423 -3.3676 -1.2490
H -3.7621 -3.1609 -1.6437
H -5.8573 -1.9386 -1.3458
H -7.1196 -0.0931 -0.3236
H -5.9802 1.5112 1.1880
H -3.6095 1.2821 1.6857
H -2.4880 -2.0517 2.7235
H -2.6966 -2.6800 5.0752
H -1.8791 -1.1653 6.8619
H -0.8477 0.9897 6.2820
H -0.1215 2.6051 4.5991
H 0.1918 3.2366 2.2408
H 2.0930 1.4367 1.3590
H 4.3377 2.2649 0.8802
H 5.8444 3.6592 -0.3242
H 5.1314 5.0554 -1.1369
H 5.5103 3.6087 -2.0561
H 2.8457 4.5240 -2.4377
H 0.5549 3.7509 -1.9272

Record 5
28
Properties=species:S:1:pos:R:3 method="wB97M-V/def2-TZVPD" e_tot_ha=-1148.27680 e_homo_ev=-7.19 multiplicity=1 total_charge=-1 lumo_energy_ev=3.1
Cl -0.2216 -0.5020 0.0089
O -1.0286 0.8180 3.1199
H -1.5326 0.2610 2.4889
H -1.0806 1.7540 2.8709
O -2.7096 1.3010 0.2329
H -2.6926 1.4250 -0.6891
H -2.1326 0.5770 0.4019
O -1.9716 1.0480 -2.3141
H -1.3896 1.8090 -2.4491
H -1.4446 0.3490 -1.9271
O 0.9604 -2.1800 -2.3531
H 0.5154 -1.6820 -3.0621
H 0.5094 -1.8740 -1.5511
O 1.3044 1.2020 -2.4601
H 2.0334 1.4490 -1.8251
H 0.7884 0.6210 -1.9351
O 2.9304 0.5550 0.4679
H 2.6324 1.1660 1.1879
H 2.1684 0.1960 0.0449
O -0.2466 -3.7000 0.6319
H -1.1526 -3.3740 0.4859
H 0.3774 -2.9870 0.9239
O 1.4674 -1.7920 2.3209
H 0.7514 -1.3570 1.8439
H 1.1284 -2.2770 3.0659
O 0.3664 2.5580 0.1609
H 0.1594 1.6330 0.2869
H -0.4896 3.0030 0.0229

Record 6
7
Properties=species:S:1:pos:R:3 method="wB97M-V/def2-TZVPD" e_tot_ha=-693.02927 e_homo_ev="-6.19 / -11.01" multiplicity=3 total_charge=0 lumo_energy_ev="0.6 / -3.1"
C 1.6344 -0.0825 0.4737
C 0.7685 0.1616 1.4108
O 2.3207 -0.4571 -0.3952
F -0.9165 2.0187 1.2050
F -0.7739 0.6956 3.1786
P -1.0195 0.4676 1.6105
H 1.1350 0.0943 2.5273